ORCA calculation (the ωB97M-V functional and the def2-TZVPD basis) on a 13-piece molecular cluster, C52H143N13O13 overall in a non-equilibrium geometry.

```
221
Properties=species:S:1:pos:R:3:forces:R:3:mulliken_charge:R:1
C -27.4345 9.2597 -4.2232 0.35 -1.08 -0.42 -1.433
C -26.8574 8.0575 -3.4517 -1.06 0.12 1.31 0.626
C -27.9646 7.4882 -2.5449 0.44 -0.24 -0.08 -0.963
O -27.3610 6.4148 -1.8308 -0.36 -0.58 -0.06 -0.090
C -28.3254 5.6620 -1.0986 0.06 0.48 -0.61 -0.621
N -26.4454 7.0109 -4.3553 0.81 -0.57 -0.31 -0.712
H -26.8521 9.4821 -5.1274 0.21 0.23 0.47 0.364
H -27.5086 10.0912 -3.5485 -0.05 0.63 0.04 0.372
H -28.4184 9.0059 -4.6289 -0.06 -0.02 0.28 0.356
H -26.0649 8.3464 -2.7205 -0.17 0.21 -0.63 0.147
H -28.8043 7.1307 -3.1667 0.23 -0.11 0.03 0.402
H -28.3848 8.1981 -1.8197 0.21 0.28 -0.18 0.362
H -29.2630 5.6625 -1.6718 -0.03 -0.22 0.26 0.448
H -28.4843 6.1260 -0.1381 -0.29 0.21 0.50 0.524
H -27.9928 4.6400 -0.9477 0.26 -0.14 -0.14 -0.280
H -25.6759 7.4042 -4.8930 -0.07 -0.40 -0.17 0.302
H -26.0721 6.1666 -3.8766 -0.43 1.02 -0.24 0.198
C -25.2260 4.3506 9.8284 0.28 -0.37 -0.38 -1.797
C -24.4422 3.9011 8.6030 -1.35 0.86 -1.48 0.635
C -23.7072 5.0857 7.9582 -0.82 -0.83 -0.26 -0.672
O -22.5130 5.2437 8.6068 1.08 0.31 0.27 -0.363
C -21.7608 6.2028 7.9316 1.64 -0.04 0.56 -0.628
N -23.6425 2.7364 8.8946 0.26 0.53 1.12 -0.461
H -25.7997 3.4679 10.0643 -0.13 -0.13 0.96 0.422
H -25.9324 5.1353 9.6090 -0.19 0.35 -0.35 0.353
H -24.5784 4.7360 10.6159 0.00 -0.42 0.23 0.402
H -25.2090 3.6282 7.8486 0.29 -0.15 0.31 0.089
H -24.2746 6.0075 8.0071 -0.61 0.36 0.27 0.623
H -23.5305 4.9651 6.8856 0.06 -0.54 -0.33 0.271
H -22.2588 7.1786 7.9188 0.09 -0.02 -0.10 0.311
H -21.4818 5.8792 6.9144 -0.44 0.10 0.00 0.136
H -20.8039 6.2459 8.4755 -0.31 0.44 -0.13 0.267
H -23.1993 2.3408 8.0823 0.25 0.10 -0.34 -0.055
H -22.9276 3.0707 9.5532 -0.06 -0.56 -0.45 0.331
C -29.3262 -5.5829 1.5959 -0.53 -1.23 1.15 -1.078
C -28.1142 -5.8117 0.7516 1.11 0.76 -1.93 0.341
C -27.1374 -4.6014 0.8269 -1.44 -0.28 0.11 -0.168
O -27.7773 -3.3781 0.3668 1.53 -0.94 0.60 -0.437
C -26.7123 -2.4177 0.3905 -0.57 0.00 -0.04 -0.292
N -27.4541 -7.1151 0.9475 -0.86 0.40 -0.15 -0.671
H -30.1049 -6.3000 1.3104 0.03 0.19 -0.10 0.363
H -29.7354 -4.5744 1.5073 0.28 -0.12 0.09 0.143
H -29.1142 -5.8615 2.6484 -0.04 0.59 -0.25 0.292
H -28.4836 -5.7797 -0.2891 0.26 -0.27 0.16 0.280
H -26.2276 -4.7717 0.2557 0.08 -0.19 -0.28 0.383
H -26.8481 -4.4940 1.8724 0.17 0.26 0.34 -0.166
H -26.2354 -2.4016 1.3734 0.06 0.13 0.05 -0.006
H -27.1262 -1.4402 0.1882 -0.08 0.24 -0.09 -0.023
H -25.9550 -2.6656 -0.3571 0.03 0.07 -0.06 0.559
H -26.7506 -7.3792 0.2676 -0.18 0.40 0.07 0.257
H -27.1109 -7.2647 1.8756 0.18 0.07 0.43 0.218
C -28.7305 -2.6713 4.7766 -0.21 0.15 -0.83 -1.891
C -28.4680 -1.6229 3.6941 0.54 0.32 0.84 3.085
C -29.6126 -0.6707 3.5022 -0.80 1.09 -0.10 -0.855
O -30.8059 -1.0932 2.8918 -0.14 -0.83 -0.52 -0.465
C -30.5483 -1.4916 1.5606 0.07 -0.97 -0.33 0.041
N -27.3893 -0.6616 4.0507 0.17 -0.03 -0.35 -0.472
H -28.8929 -2.3091 5.7798 0.40 0.55 0.29 0.403
H -27.8960 -3.3547 4.7217 0.12 -0.52 0.44 0.332
H -29.6601 -3.1898 4.5441 0.07 -0.30 -0.30 0.363
H -28.2330 -2.1684 2.7814 -0.04 -0.02 -0.27 -1.357
H -29.2439 0.1950 2.9537 0.19 0.17 -0.39 0.161
H -29.9168 -0.2612 4.4528 0.00 -0.07 0.62 0.445
H -29.8538 -2.3570 1.5115 -0.10 0.66 0.00 -0.281
H -30.1544 -0.6642 0.9651 0.22 0.11 0.00 -0.043
H -31.4451 -1.8577 1.0556 -0.29 0.30 0.41 0.406
H -27.2992 -0.0289 3.2577 -0.31 0.33 -0.03 -0.238
H -26.4556 -1.0427 4.0406 0.19 -0.80 0.41 0.215
C -26.6387 1.4383 -4.8359 0.24 1.67 0.45 -1.658
C -26.7747 2.8978 -4.3038 -0.29 -0.25 -1.34 0.264
C -28.1565 3.1400 -3.7208 -0.65 -0.48 -0.89 -0.559
O -28.2713 2.3178 -2.6164 0.32 -0.44 1.17 0.015
C -29.5587 1.9819 -2.1973 0.14 0.16 -0.05 -0.794
N -25.6484 3.2183 -3.4731 0.01 0.80 0.45 -0.613
H -25.7165 1.3612 -5.3845 0.81 -0.08 0.20 0.420
H -27.3402 1.4395 -5.6472 -1.03 -1.08 -0.01 0.571
H -26.6754 0.6992 -4.0221 -0.46 0.07 -0.61 0.204
H -26.7861 3.5113 -5.2192 0.37 0.18 0.17 0.343
H -28.9089 2.8332 -4.4858 0.31 0.09 0.17 0.616
H -28.4121 4.1791 -3.4907 0.46 0.25 0.11 0.026
H -29.4313 1.1892 -1.4849 -0.10 -0.81 0.11 0.132
H -30.1650 1.6818 -3.0592 -0.19 -0.06 0.23 0.367
H -30.0402 2.7636 -1.6158 -0.28 0.60 -0.23 0.205
H -25.4288 2.4172 -2.9089 0.02 -0.06 0.20 0.151
H -25.8667 3.9840 -2.8276 0.16 -0.25 -0.24 0.144
C -20.1190 -2.4483 2.6787 -0.29 0.85 0.95 -1.237
C -21.5860 -2.9287 2.6768 0.44 -0.59 -1.12 -0.151
C -22.4060 -1.9644 3.4932 -0.14 0.87 -0.39 -0.110
O -23.8239 -2.0240 3.3469 0.37 0.11 -0.11 0.339
C -24.4069 -3.1199 3.9880 -0.07 -1.07 0.11 -0.354
N -21.9692 -3.0181 1.2602 0.46 0.57 -0.23 -0.613
H -19.7863 -2.2048 3.6997 -0.28 0.18 -0.10 0.314
H -19.9785 -1.5303 2.0627 -0.22 -0.64 0.29 0.126
H -19.4189 -3.1994 2.3858 0.20 -0.60 -0.68 0.402
H -21.6214 -3.9405 3.0746 -0.02 -0.14 0.20 0.503
H -22.1394 -0.9927 3.0886 -0.11 0.49 0.00 -0.172
H -22.0544 -1.9606 4.5249 -0.38 -0.27 0.36 0.281
H -25.4578 -3.2493 3.7131 0.12 0.33 -0.42 -0.387
H -24.4327 -2.9808 5.0691 0.36 -0.13 0.25 0.189
H -23.8870 -4.0637 3.7133 -0.25 0.38 0.35 0.390
H -21.7824 -2.1081 0.8332 -0.14 -0.30 -0.05 0.266
H -22.9185 -3.2796 1.0310 -0.14 0.01 0.50 0.244
C -24.6752 5.0053 0.3726 -0.58 -0.67 1.09 0.010
C -23.4350 5.8009 0.0520 -0.36 1.09 0.73 0.222
C -22.6432 6.2303 1.3367 -0.69 -0.42 -1.43 -1.229
O -22.2367 5.0959 2.0331 -0.46 -0.60 -0.21 0.112
C -21.4559 5.4204 3.1359 0.10 0.09 0.07 -0.799
N -22.6948 5.0329 -0.8795 1.01 -0.92 -0.98 -0.582
H -25.2217 4.6496 -0.5165 0.28 0.38 0.27 -0.349
H -25.3274 5.5798 1.0227 -0.44 0.42 -0.20 0.676
H -24.4820 4.1381 1.0267 0.39 -0.01 -0.47 -0.562
H -23.7948 6.7228 -0.4434 0.38 -0.12 0.21 0.334
H -23.2178 6.9056 1.9605 -0.44 0.16 0.32 0.549
H -21.7646 6.7668 1.0222 0.60 0.52 -0.33 0.450
H -22.0257 6.0420 3.8296 0.15 0.42 0.07 0.469
H -20.5131 5.9026 2.8133 -0.27 -0.08 0.38 0.401
H -21.2807 4.4941 3.6513 0.49 -0.44 0.27 -0.148
H -21.7796 5.3670 -1.1696 -0.28 0.28 0.26 0.295
H -22.5692 4.0953 -0.5234 0.09 -0.01 -0.06 0.129
C -23.8181 -0.5564 6.7442 -0.33 -0.57 -0.28 -0.138
C -22.3849 -0.7325 7.2276 -0.07 -0.92 0.55 0.341
C -21.4657 0.1811 6.4732 -0.09 -0.73 -0.82 -1.000
O -22.0811 1.4507 6.4178 0.09 -0.15 0.57 0.281
C -21.1575 2.3937 6.0183 1.30 1.02 -0.15 -0.380
N -22.1812 -0.5117 8.6730 -0.40 0.35 0.03 -0.855
H -24.1752 0.4513 6.9809 -0.04 -0.25 -0.27 0.037
H -24.4462 -1.2754 7.2707 -0.16 0.05 0.10 0.449
H -23.9289 -0.8045 5.6600 0.14 0.51 0.67 -0.425
H -22.0789 -1.7898 7.1129 -0.01 0.42 -0.51 0.359
H -21.2874 -0.1294 5.4334 -0.19 -0.26 0.05 0.258
H -20.4823 0.1537 6.9423 0.09 0.58 0.34 0.545
H -20.8856 2.3078 4.9432 -0.39 0.11 0.27 0.036
H -20.2022 2.2255 6.5603 -0.35 0.39 -0.10 0.455
H -21.5369 3.4039 6.2615 0.14 -0.45 -0.27 -0.215
H -22.8797 -1.0306 9.2102 0.24 0.13 -0.24 0.314
H -22.3631 0.4682 8.8847 -0.05 -0.12 0.06 0.221
C -33.7557 8.1736 -1.0182 0.63 0.53 0.55 -1.622
C -32.8492 8.1437 0.2279 -0.41 -3.55 -1.00 1.367
C -31.6194 7.2143 -0.0038 0.61 0.29 -2.00 -0.592
O -30.7438 7.3000 1.0603 0.85 1.11 0.51 -0.524
C -30.8614 6.2306 1.9160 -0.59 -0.84 0.86 -0.378
N -32.3889 9.3898 0.6499 0.19 2.07 0.56 -0.634
H -34.7285 8.6658 -0.8539 0.47 -0.05 0.05 0.417
H -33.9468 7.1733 -1.3886 0.00 -0.24 0.03 0.339
H -33.1723 8.7108 -1.7527 -0.19 0.28 -0.60 0.421
H -33.3667 7.4944 0.9279 -0.75 0.45 1.09 -0.401
H -31.0377 7.5198 -0.8959 -0.34 0.36 0.14 0.110
H -31.7479 6.1265 -0.1739 -1.13 0.44 -0.09 0.342
H -31.8877 6.0564 2.2692 0.06 0.46 0.33 0.359
H -30.1765 6.3998 2.7433 -0.03 -0.23 0.14 0.205
H -30.6648 5.2927 1.4096 0.61 -0.37 -0.17 0.203
H -33.1027 10.1196 0.7066 0.29 -0.52 0.03 0.274
H -31.8334 9.3750 1.5044 -0.26 -0.15 -0.41 0.206
C -28.5933 3.4603 2.1400 0.78 -0.74 0.96 -1.685
C -27.2295 2.8649 1.8184 -0.07 0.47 0.61 3.138
C -26.3750 2.8640 3.1076 0.21 -0.20 -1.61 -2.713
O -25.1572 2.2173 2.8065 0.63 0.10 -0.08 1.766
C -24.2808 2.1714 3.9116 0.59 -0.33 0.26 -1.264
N -27.3150 1.4734 1.3929 0.29 0.13 -0.50 1.015
H -28.3309 4.4358 2.5203 -0.57 0.53 0.35 0.567
H -29.1077 2.8483 2.8877 0.06 0.20 0.19 -0.530
H -29.2709 3.5605 1.3243 -0.24 0.07 -0.95 0.478
H -26.7866 3.6135 1.1386 0.27 -0.71 -0.37 -1.043
H -26.8983 2.2643 3.8082 -0.69 -0.38 1.21 0.792
H -26.1234 3.8530 3.4780 -0.38 0.44 0.14 0.408
H -24.2212 3.1192 4.4660 -0.29 0.03 -0.12 0.398
H -23.2624 1.9917 3.5394 -0.27 -0.16 -0.06 -0.225
H -24.5402 1.3662 4.6224 -0.04 0.28 -0.24 0.226
H -28.0112 1.3365 0.6676 -0.01 0.19 -0.02 -0.286
H -26.4233 1.1763 0.9960 -0.23 -0.14 0.19 -0.984
C -24.5340 1.1690 -1.2422 -0.66 -0.26 0.32 -1.788
C -23.5952 0.5077 -0.2910 0.96 -0.10 0.23 0.348
C -22.5305 1.5345 0.1174 0.23 -0.97 -0.32 -0.053
O -21.7138 0.8969 1.0695 0.35 0.60 0.17 -0.125
C -20.6904 1.7485 1.5241 0.59 -0.42 0.94 -0.660
N -24.2888 -0.1352 0.8129 0.00 -0.06 0.42 0.922
H -23.9365 1.6410 -2.0114 -0.17 0.13 -0.41 0.921
H -25.1882 1.9032 -0.7467 0.31 -0.01 -0.09 0.183
H -25.1752 0.3724 -1.6067 -0.24 0.15 -0.56 0.350
H -23.0968 -0.3144 -0.8195 0.15 0.21 -0.10 0.494
H -22.9819 2.4472 0.4751 -0.49 0.28 0.87 -0.890
H -21.9022 1.8929 -0.7103 -0.09 -0.43 -0.37 0.861
H -20.2165 1.2264 2.3516 -0.08 -0.06 0.39 0.277
H -21.0640 2.7096 1.9079 -0.01 -0.10 -0.38 0.049
H -19.8453 1.8760 0.8375 -0.45 0.28 -0.55 0.322
H -23.7332 -0.8742 1.2539 -0.21 0.39 -0.29 -0.438
H -24.4717 0.5351 1.5532 -0.14 0.08 0.09 -0.828
C -34.3648 5.7822 3.5912 0.76 -0.96 0.33 -0.971
C -34.6946 5.0051 2.3258 -0.57 -1.00 1.02 1.056
C -34.2872 3.5010 2.5165 1.14 2.73 -0.28 -1.186
O -32.8902 3.4754 2.8187 -0.10 -1.02 -0.08 0.280
C -32.5043 2.1033 3.0012 -1.20 0.08 0.59 -0.778
N -36.1113 4.9466 2.0242 -0.94 -0.84 0.50 -0.739
H -34.8954 5.5048 4.4949 -1.11 -0.12 -0.16 0.391
H -34.4585 6.8302 3.4110 0.17 0.82 0.14 0.314
H -33.3856 5.4639 3.9428 0.62 0.67 -0.45 -0.110
H -34.1922 5.4741 1.4984 0.44 -0.10 -0.50 -0.268
H -34.5159 2.9615 1.6187 -0.14 -0.52 -0.49 0.435
H -34.8556 3.1526 3.3575 -0.41 -0.59 0.53 0.518
H -32.6559 1.5501 2.0639 0.58 0.02 0.13 0.401
H -33.2230 1.6513 3.7206 0.41 0.04 -0.20 0.434
H -31.5153 2.0136 3.4609 -0.05 0.19 -0.58 -0.242
H -36.6045 5.7861 1.7732 0.45 0.53 -0.16 0.251
H -36.5774 4.6203 2.8750 -0.03 0.01 -0.41 0.275
C -27.5416 4.7000 6.5220 -1.16 0.60 0.07 -1.217
C -28.6236 5.6145 5.8522 -0.26 0.19 0.23 2.280
C -29.9934 5.7003 6.6648 1.35 -1.32 0.80 -1.298
O -30.7381 4.4760 6.8250 0.43 0.21 -0.67 -0.474
C -31.1673 3.9236 5.5832 0.29 0.62 -0.41 -0.107
N -28.1378 7.0099 5.8173 -0.15 -0.13 -0.58 -0.823
H -26.7871 4.2793 5.8496 -0.35 0.12 -0.20 0.014
H -28.1243 3.8924 6.9742 0.49 -0.19 0.18 0.324
H -26.9932 5.2789 7.2843 -0.44 -0.23 -0.10 0.292
H -28.8335 5.2580 4.8359 -0.03 -0.20 0.06 -0.838
H -30.6462 6.5289 6.3629 0.11 -0.18 -0.47 0.428
H -29.6559 5.9088 7.6814 -0.19 0.25 0.08 0.429
H -30.3625 3.3888 5.0463 -0.09 0.12 0.32 0.021
H -31.4744 4.7604 4.9390 -0.18 -0.31 -0.12 0.083
H -32.0078 3.2299 5.7009 0.20 0.29 0.37 0.310
H -27.3550 7.0775 5.1537 -0.44 0.05 0.40 0.282
H -28.9043 7.5677 5.4317 0.47 0.10 0.03 0.294
```
Positions in Å, forces in eV/Å.

Computed properties:
Gap between HOMO and LUMO, eV: 9.269
Energy relative to the best compared isomer or geometry (same formula, charge and spin), eV: 2.1013
M, g/mol: 1158.79
Highest occupied orbital energy, hartree: -0.32793
Net charge: 0
E_tot, Ha: -3756.66298
Lowest unoccupied orbital energy, eV: 0.35